Entry 1:
A cluster of 8 separate species, C17H53BrNO13P2 in total, computed with ωB97M-V/def2-TZVPD.

XYZ file:
```
87
Properties=species:S:1:pos:R:3
C 4.7252 0.6361 0.6255
C 3.9732 -0.6106 0.1656
C 2.7413 -0.9440 1.0508
C 1.4437 -0.8964 0.2512
P -0.2211 -1.4489 1.0108
C 0.4682 -1.8556 2.7584
O 0.8486 -0.7048 3.5168
C 0.2130 -0.6189 4.7595
C -1.9955 -2.1420 1.5246
O -2.6932 -2.4744 0.2863
N -3.4703 -3.5540 0.3971
O -4.0902 -3.7313 -0.6058
C -0.7544 0.3386 1.5022
C -1.7580 0.9709 0.5564
C -2.4392 2.1992 1.1610
Br -0.9458 1.5597 -1.1399
P 0.3323 -3.6418 0.2778
O 1.7285 -4.1079 0.5264
O -0.7294 -4.7880 0.8006
O 0.0799 -3.6784 -1.3476
H 5.0941 0.4968 1.6430
H 5.6029 0.7844 -0.0135
H 4.1268 1.5422 0.5352
H 4.6661 -1.4568 0.1736
H 3.6419 -0.5009 -0.8708
H 2.7184 -0.1821 1.8353
H 2.9074 -1.9192 1.5034
H 1.2984 0.1247 -0.1142
H 1.5887 -1.5005 -0.6530
H -0.7944 -1.2567 -0.3093
H -0.3444 -2.3546 3.3036
H 1.2825 -2.5840 2.7327
H 0.5416 -1.4136 5.4424
H 0.4909 0.3388 5.2041
H -0.8804 -0.6470 4.6618
H -2.6267 -1.4104 2.0390
H -1.9786 -3.0560 2.1172
H -1.2665 0.3310 2.4715
H 0.1024 1.0019 1.6412
H -2.5384 0.2654 0.2677
H -1.7504 3.0411 1.1929
H -2.7965 1.9604 2.1651
H -3.3106 2.4772 0.5629
H -0.9207 -5.3989 0.0704
H 0.7273 -4.3197 -1.6813
C -2.8087 -6.8632 -1.8647
O -1.3881 -6.8342 -1.9969
H -3.0303 -7.3414 -0.9131
H -3.2349 -5.8576 -1.8577
H -3.2739 -7.4424 -2.6665
H -1.1768 -6.4001 -2.8283
C -3.1684 -2.6483 -3.5447
O -3.0524 -2.6337 -4.9696
H -4.1760 -2.9756 -3.3028
H -2.4566 -3.3434 -3.0934
H -3.0047 -1.6542 -3.1229
H -2.1608 -2.3441 -5.1818
C 6.0330 4.0975 -1.0388
O 5.2842 4.0015 0.1610
H 5.7511 3.2571 -1.6688
H 5.8071 5.0311 -1.5636
H 7.1070 4.0462 -0.8334
H 5.5286 4.7436 0.7224
C -7.3610 -4.3765 -2.3035
O -6.0879 -4.9799 -2.1976
H -7.9766 -5.0156 -2.9353
H -7.8492 -4.2819 -1.3277
H -7.3055 -3.3856 -2.7663
H -5.5336 -4.4207 -1.6387
C 8.0791 7.5335 -0.8663
O 7.3203 7.4192 0.3329
H 7.8022 6.6975 -1.5033
H 7.8531 8.4680 -1.3862
H 9.1509 7.4829 -0.6578
H 7.5529 8.1515 0.9099
C -3.7829 3.7225 -2.3706
O -3.7882 4.8511 -1.5015
H -4.7729 3.6493 -2.8170
H -3.0413 3.8372 -3.1654
H -3.5684 2.8088 -1.8159
H -2.9145 4.9054 -1.1005
C -0.0157 5.8314 2.6240
O -0.0713 4.7612 1.6970
H -0.9530 6.3778 2.5392
H 0.0860 5.4717 3.6522
H 0.8087 6.5166 2.4038
H 0.7507 4.2647 1.7600
```

The LUMO energy is 1.803 eV. The spin multiplicity is 1. As for the total charge: -1. Its HOMO energy is -4.7 eV. The frontier orbital gap comes out at 6.472 eV.

Here are the Löwdin charges for atoms 1 to 6, given in e: C -0.130; C -0.262; C -0.255; C -0.339; P 0.602; C -0.307

Entry 2:
A structure of composition C34H29AuBF10NOP2, computed with ωB97M-V/def2-TZVPD.

XYZ file:
```
79
Properties=species:S:1:pos:R:3
Au -0.4099 -0.2125 0.3451
C -2.4729 -2.6731 0.0463
P -1.8716 -1.3505 -1.0542
C -0.9074 -2.1310 -2.3581
C -1.5645 -2.9402 -3.2863
C -0.8405 -3.5949 -4.2673
C 0.5402 -3.4431 -4.3287
C 1.1948 -2.6347 -3.4133
C 0.4735 -1.9737 -2.4287
C -3.2175 -0.4282 -1.7803
C -3.1139 0.0640 -3.0786
C -4.1242 0.8622 -3.5901
C -5.2252 1.1780 -2.8076
C -5.3200 0.7044 -1.5056
C -4.3157 -0.0931 -0.9861
C -1.3616 -2.9409 1.0101
C -0.9954 -4.0340 1.7503
C 0.0416 -3.6174 2.6321
C 0.2732 -2.2862 2.3947
C 1.1501 -1.2619 3.0284
P 1.4825 0.0371 1.7961
C 2.8270 -0.5605 0.7342
C 3.0523 -1.9286 0.5898
C 3.9829 -2.3861 -0.3335
C 4.6884 -1.4874 -1.1203
C 4.4639 -0.1233 -0.9843
C 3.5366 0.3379 -0.0643
C 2.0559 1.4995 2.6743
C 1.1129 2.3916 3.1862
C 1.5375 3.4717 3.9440
C 2.8897 3.6662 4.1861
C 3.8272 2.7751 3.6805
C 3.4147 1.6877 2.9277
N -0.5819 -1.8782 1.4070
H -2.7717 -3.5488 -0.5293
H -3.3500 -2.2899 0.5759
H -2.6421 -3.0535 -3.2447
H -1.3520 -4.2224 -4.9849
H 1.1042 -3.9553 -5.0973
H 2.2685 -2.5089 -3.4603
H 0.9934 -1.3337 -1.7257
H -2.2424 -0.1607 -3.6801
H -4.0409 1.2517 -4.5958
H -6.0079 1.8085 -3.2087
H -6.1678 0.9689 -0.8885
H -4.3788 -0.4260 0.0424
H -1.4525 -5.0098 1.7084
H 0.5257 -4.2179 3.3856
H 2.0936 -1.6625 3.4028
H 0.6236 -0.7586 3.8485
H 2.4915 -2.6443 1.1792
H 4.1526 -3.4501 -0.4354
H 5.4150 -1.8473 -1.8374
H 5.0118 0.5827 -1.5945
H 3.3689 1.4024 0.0406
H 0.0571 2.2370 3.0071
H 0.8014 4.1524 4.3497
H 3.2158 4.5120 4.7776
H 4.8810 2.9224 3.8778
H 4.1484 0.9897 2.5450
C 0.9647 3.0600 -0.3600
C -0.2556 2.5295 -1.1009
O -0.3783 1.1569 -1.1301
C -0.1257 2.9386 -2.5897
F 0.1375 4.2467 -2.7365
F -1.2261 2.6701 -3.3038
F 0.8901 2.2670 -3.1574
C -1.5343 3.1451 -0.4844
F -1.5998 4.4755 -0.6636
F -1.5479 2.9123 0.8338
F -2.6498 2.6119 -0.9954
H 1.8630 2.7100 -0.8665
H 0.9522 2.6945 0.6634
H 0.9719 4.1485 -0.3350
F -1.3970 0.7340 2.6421
B -1.9160 0.8027 3.9940
F -2.0776 2.1477 4.3115
F -0.9370 0.2235 4.8317
F -3.1034 0.0916 4.0432
```

The LUMO energy is -1.197 eV. The spin multiplicity is 1. Its HOMO energy is -8.2 eV. The frontier orbital gap comes out at 6.978 eV.

Here are the Löwdin charges for atoms 1 to 6, given in e: Au 1.105; C -0.215; P 1.020; C -0.341; C -0.088; C -0.069

Entry 3:
A structure of composition C12H10N4O6W, computed with ωB97M-V/def2-TZVPD.

XYZ file:
```
33
Properties=species:S:1:pos:R:3
W 0.2236 -0.1192 -0.1670
O 4.3826 4.6031 0.0929
C 3.5546 3.6664 -0.1706
C 3.3311 3.1001 -1.4763
C 2.3989 2.1019 -1.6033
N 1.6179 1.6144 -0.5894
C 1.9085 2.1584 0.6364
C 2.8058 3.1362 0.9147
C 0.9599 1.3018 1.4578
O -0.2451 1.5287 1.2789
O 1.3255 0.0214 1.4930
C 2.2050 1.5687 -2.9288
O 2.0144 1.1130 -3.9228
O 1.0616 -0.9437 -1.3492
H 4.9191 4.9810 -0.6329
H 3.8888 3.4558 -2.3386
H 2.9741 3.4991 1.9240
C -4.3251 -1.1842 -0.9804
N -3.1980 -1.7679 -0.1803
C -3.3951 -2.9367 0.5701
C -2.4112 -3.4819 1.3063
C -1.1118 -2.8752 1.3447
N -0.9683 -1.7251 0.5910
C -2.0110 -1.2536 -0.1129
O -1.5954 -0.1351 -0.7510
N -0.1231 -3.3607 2.0355
H -4.7077 -1.9687 -1.6299
H -3.9492 -0.3545 -1.5705
H -5.0891 -0.8449 -0.2834
H -4.3917 -3.3590 0.5093
H -2.5994 -4.3846 1.8752
H -0.2484 -4.2108 2.5799
H 0.7982 -2.9443 2.0779
```

The LUMO energy is -17.598 eV. The spin multiplicity is 1. As for the total charge: +4. Its HOMO energy is -23.1 eV. The frontier orbital gap comes out at 5.501 eV.

Here are the Löwdin charges for atoms 1 to 6, given in e: W 2.068; O 0.279; C -0.183; C 0.193; C -0.153; N 0.016

Entry 4:
A cluster of 2 separate species, C11H11Cl2N in total, computed with ωB97M-V/def2-TZVPD.

XYZ file:
```
25
Properties=species:S:1:pos:R:3
C 1.5109 -2.6662 -0.7911
C 2.5375 -2.0937 -0.0979
C 0.2294 -2.0669 -0.8074
C 2.4043 -0.9745 0.7514
C 0.0711 -0.9056 -0.0106
C 1.2124 -0.3502 0.7909
C -0.3507 1.0597 1.1203
C -0.9884 -0.0012 0.2315
C -1.0997 2.2589 1.6742
C -2.3820 -0.0868 -0.2390
C -0.0685 1.6563 -1.4502
N 0.8124 0.7079 1.5322
Cl -0.8808 1.1156 -2.9558
Cl 1.6356 1.3835 -1.4338
H 1.7404 -3.5595 -1.3403
H 3.4867 -2.4681 -0.2563
H -0.5183 -2.6660 -1.1866
H 3.2202 -0.4491 1.1797
H -1.8937 2.6899 1.0485
H -0.5038 3.1571 1.7556
H -1.6005 2.1414 2.7709
H -2.8947 -1.0726 0.1033
H -2.3689 -0.2387 -1.3492
H -3.0187 0.7153 0.1956
H -0.2924 2.7135 -1.2356
```

The LUMO energy (spin up / spin down) is -1.260 / -0.928 eV. The spin multiplicity is 1. Its HOMO energy (spin up / spin down) is -8.2 / -8.0 eV. The frontier orbital gap (spin up / spin down) comes out at 6.941 / 7.022 eV.

Here are the Löwdin charges for atoms 1 to 6, given in e: C -0.086; C -0.081; C 0.013; C -0.037; C -0.166; C -0.337

Entry 5:
The ion C5H11N4O5S with charge +1, computed with ωB97M-V/def2-TZVPD.

XYZ file:
```
26
Properties=species:S:1:pos:R:3
C 1.6161 -0.0003 -0.3712
C 0.4478 -0.5569 0.3925
C 1.3722 1.5478 -0.8501
C -1.4764 -0.3674 -1.0147
C -0.6032 -1.0274 -2.1700
N 2.6939 -0.5599 -0.5262
N 0.8524 -1.4763 1.1484
N 0.0941 1.8785 -0.6520
N -0.7418 -0.0332 0.1396
O -1.8549 1.6335 3.2543
O 0.2856 1.3562 2.0947
O -0.6634 -0.4773 3.4598
O 0.3590 -1.9215 -1.6122
O -1.5883 0.1181 1.2606
S -0.7941 0.6690 2.6487
H 2.2564 1.8709 -0.2877
H 1.6014 1.5510 -1.8954
H -2.2777 -0.9832 -0.7561
H -1.9481 0.4501 -1.5499
H -1.1327 -1.5980 -2.9003
H -0.0020 -0.3846 -2.6926
H 3.6379 -0.1657 -0.9960
H 0.2505 -2.0819 1.7133
H -0.1559 2.1707 0.2501
H -2.5915 1.1991 3.8011
H 0.3628 -2.8112 -1.8887
```

The LUMO energy (spin up / spin down) is -6.185 / -6.183 eV. The spin multiplicity is 1. As for the total charge: +1. Its HOMO energy (spin up / spin down) is -13.6 / -13.6 eV. The frontier orbital gap (spin up / spin down) comes out at 7.443 / 7.446 eV.

Here are the Löwdin charges for atoms 1 to 6, given in e: C -0.248; C -0.437; C -0.166; C -0.064; C -0.117; N 0.241

Entry 6:
A cluster of 2 separate species, C9H14O in total, computed with ωB97M-V/def2-TZVPD.

XYZ file:
```
24
Properties=species:S:1:pos:R:3
C -0.6402 -1.3521 2.6434
C 0.6350 -0.9116 3.3743
H -1.0850 -2.1573 3.2299
H -1.3756 -0.5580 2.5758
H -0.3838 -1.6569 1.6236
H 1.0945 -1.6955 3.9622
H 0.4811 -0.0092 3.9683
H 1.3809 -0.5200 2.6827
C -2.1859 0.3793 -2.6874
C 0.8091 1.8858 -0.8996
C 1.5972 0.7745 -0.6418
C -0.3987 1.7454 -1.5615
C -0.8430 0.5222 -2.0254
C 1.1295 -0.4778 -1.0365
C -0.0599 -0.5914 -1.7352
O 2.7519 0.9211 0.0502
H 1.1997 2.8556 -0.6239
H -0.9637 2.6445 -1.7895
H 1.6735 -1.3344 -0.6388
H 3.1779 0.0659 0.2217
H -2.3391 -0.6331 -3.0533
H -2.2586 1.0229 -3.5596
H -0.4009 -1.5639 -2.0680
H -2.9959 0.6440 -2.0117
```

The LUMO energy is 0.840 eV. The spin multiplicity is 1. Its HOMO energy is -8.4 eV. The frontier orbital gap comes out at 9.231 eV. Its SMILES is Cc1ccc(O)cc1.CC.

Here are the Löwdin charges for atoms 1 to 6, given in e: C -0.157; C -0.167; H 0.059; H 0.058; H 0.051; H 0.057

Per-record calculated total energy, hartree: -4968.94615 -3285.22053 -1199.15334 -1400.77348 -1189.98464 -426.56218